Entry from OMol25: C3H2ClNO as an isolated structure in a non-equilibrium geometry (ωB97M-V/def2-TZVPD).

The geometry in XYZ format:
```
8
Properties=species:S:1:pos:R:3
H -1.65074 0.28504 0.97027
Cl 2.63815 0.87334 0.03535
C 0.95631 0.37589 0.00290
C -1.19002 0.25029 -0.01454
O 0.73148 -2.10343 -0.05531
N -0.05401 1.14516 -0.04062
C 0.39787 -1.01666 0.11979
H -1.82905 0.19036 -1.01784
```

- energy relative to the best compared isomer or geometry (same formula, charge and spin) (kcal per mole) = 55.2
- E_HOMO (eV) = -9.2805
- frontier orbital gap (eV) = 8.82